Computed, not measured: a single C15H14Cl2N2O3S molecule, with the ωB97M-V functional and the def2-TZVPD basis.

Its orbital gap is 9.5 eV. The value obtained for the relative energy (zero: lowest compared OMol25 entry of this formula, charge and spin) is 0.0 kcal/mol. The HOMO energy is -9.08 eV. The largest force on an atom comes out at 0.0190 Eh/bohr. Its SMILES is CS(=O)(=O)N(CC(=O)Nc1cccc(Cl)c1)c1ccccc1Cl.

Atoms and positions in Å:
1 C -2.27 2.98 0.77
2 S -0.54 3.28 1.21
3 O -0.08 4.42 0.49
4 O -0.41 3.24 2.63
5 N 0.17 1.89 0.59
6 C 0.51 1.89 -0.81
7 C -0.36 0.83 -1.49
8 O -1.48 1.06 -1.87
9 N 0.24 -0.39 -1.52
10 C -0.28 -1.63 -1.93
11 C 0.48 -2.77 -1.70
12 C 0.01 -4.01 -2.08
13 C -1.22 -4.13 -2.69
14 C -1.98 -2.99 -2.92
15 Cl -3.52 -3.13 -3.68
16 C -1.52 -1.74 -2.54
17 C 0.88 1.05 1.48
18 C 0.45 -0.25 1.72
19 C 1.14 -1.06 2.61
20 C 2.26 -0.57 3.27
21 C 2.69 0.72 3.04
22 C 2.01 1.53 2.14
23 Cl 2.53 3.14 1.82
24 H -2.81 3.91 0.87
25 H -2.65 2.23 1.45
26 H -2.30 2.63 -0.26
27 H 0.25 2.88 -1.20
28 H 1.58 1.72 -0.97
29 H 1.17 -0.45 -1.12
30 H 1.45 -2.68 -1.21
31 H 0.61 -4.89 -1.90
32 H -1.59 -5.10 -3.00
33 H -2.12 -0.86 -2.72
34 H -0.44 -0.60 1.22
35 H 0.79 -2.06 2.79
36 H 2.79 -1.20 3.96
37 H 3.56 1.11 3.55

---

Computed, not measured: a molecular structure, C3H39BeO17, with the ωB97M-V functional and the def2-TZVPD basis.

Its orbital gap is 8.5 eV. The value obtained for the relative energy (zero: lowest compared OMol25 entry of this formula, charge and spin) is 0.0 kcal/mol. The total charge is +1. The HOMO energy is -12.11 eV. The largest force on an atom comes out at 0.0655 Eh/bohr.

Atoms and positions in Å:
1 Be -1.90 -0.74 -0.12
2 C 0.73 1.49 0.94
3 C -0.18 1.50 -0.25
4 C 0.55 0.92 -1.47
5 O -1.27 0.65 0.14
6 H 1.71 2.01 0.85
7 H 0.98 0.43 1.22
8 H 0.28 1.95 1.78
9 H -0.53 2.54 -0.51
10 H 0.62 -0.19 -1.28
11 H 1.52 1.39 -1.65
12 H -0.14 1.19 -2.31
13 O -0.47 -1.49 -3.49
14 H 0.13 -2.24 -3.50
15 H -1.14 -1.72 -4.16
16 O -1.63 1.08 -4.65
17 H -0.64 1.14 -4.78
18 H -1.87 1.95 -4.32
19 O 3.81 -0.46 2.05
20 H 3.14 -1.07 1.90
21 H 4.41 -0.86 2.72
22 O 3.71 -1.12 -0.50
23 H 3.62 -0.48 0.23
24 H 4.28 -1.82 -0.19
25 O -3.39 1.49 -1.42
26 H -3.66 2.14 -0.77
27 H -3.59 1.87 -2.28
28 O 1.65 1.10 4.30
29 H 2.18 1.54 3.67
30 H 1.60 0.24 3.93
31 O 2.78 -1.17 -3.22
32 H 3.23 -1.04 -2.42
33 H 2.24 -0.38 -3.17
34 O -1.00 -2.06 0.39
35 H -1.40 -2.95 0.51
36 H -0.04 -1.93 0.62
37 O -1.60 -0.38 3.01
38 H -1.74 0.03 3.86
39 H -0.69 -0.58 3.00
40 O -2.57 2.47 1.81
41 H -3.21 1.86 2.25
42 H -2.05 2.01 1.14
43 O 0.91 0.21 -5.00
44 H 0.51 -0.39 -4.39
45 H 1.64 -0.30 -5.36
46 O -2.29 -1.04 -1.72
47 H -1.63 -1.43 -2.33
48 H -2.82 -0.41 -2.19
49 O -0.70 2.74 4.26
50 H 0.10 2.27 4.15
51 H -0.97 2.87 3.35
52 O 1.04 -1.43 3.54
53 H 0.65 -2.08 4.10
54 H 1.40 -1.94 2.81
55 O 1.44 -2.16 0.92
56 H 1.23 -3.10 1.20
57 H 1.92 -2.18 0.12
58 O -3.29 -0.78 0.80
59 H -3.52 -0.01 1.37
60 H -4.10 -1.16 0.51

---

Computed, not measured: 5 unconnected molecules or ions with the total composition C28H66ClF3N5O8, with the ωB97M-V functional and the def2-TZVPD basis.

Its orbital gap is 5.1 eV. The total charge is -1. The HOMO energy is -3.35 eV. The largest force on an atom comes out at 0.1051 Eh/bohr.

Atoms and positions in Å:
1 F -6.18 0.66 3.78
2 C -5.42 0.12 4.94
3 F -5.48 1.03 6.14
4 F -6.18 -1.11 5.37
5 N -4.02 -0.35 4.62
6 C -3.30 0.57 3.67
7 C -2.97 -0.30 2.28
8 C -1.37 -0.20 1.90
9 Cl -0.65 -1.92 2.04
10 H -3.82 1.59 3.45
11 H -2.26 0.84 4.19
12 H -3.69 0.00 1.38
13 H -3.17 -1.44 2.59
14 H -1.27 0.15 0.77
15 H -0.76 0.49 2.65
16 C 2.52 5.55 0.97
17 O 2.21 5.28 -0.39
18 C 3.31 4.73 -1.13
19 C 3.04 3.26 -1.49
20 N 3.08 2.41 -0.30
21 C 2.57 1.05 -0.53
22 C 1.08 0.91 -0.93
23 O 0.17 1.26 0.11
24 C -0.12 2.65 0.20
25 H 1.69 6.11 1.40
26 H 2.62 4.62 1.53
27 H 3.43 6.15 1.06
28 H 4.26 4.85 -0.59
29 H 3.38 5.31 -2.06
30 H 3.79 2.92 -2.20
31 H 2.06 3.22 -1.97
32 H 2.52 2.83 0.44
33 H 2.72 0.50 0.40
34 H 3.19 0.57 -1.30
35 H 0.90 -0.15 -1.13
36 H 0.84 1.43 -1.86
37 H -0.09 3.15 -0.78
38 H 0.57 3.13 0.89
39 H -1.12 2.77 0.61
40 C 5.92 -1.34 -7.58
41 O 6.82 -0.90 -6.57
42 C 7.68 0.16 -7.01
43 C 7.32 1.47 -6.29
44 N 6.03 2.00 -6.75
45 C 5.52 3.09 -5.93
46 C 5.18 2.78 -4.46
47 O 4.07 1.89 -4.30
48 C 4.40 0.51 -4.38
49 H 5.42 -2.24 -7.22
50 H 5.15 -0.58 -7.76
51 H 6.44 -1.57 -8.51
52 H 7.67 0.28 -8.10
53 H 8.70 -0.13 -6.72
54 H 8.11 2.21 -6.49
55 H 7.31 1.27 -5.22
56 H 5.35 1.24 -6.75
57 H 4.60 3.44 -6.42
58 H 6.23 3.93 -5.96
59 H 4.88 3.72 -3.99
60 H 6.05 2.43 -3.89
61 H 5.41 0.30 -4.01
62 H 4.28 0.17 -5.41
63 H 3.68 -0.05 -3.77
64 C -1.07 -1.27 -5.69
65 O -1.39 0.05 -5.27
66 C -2.56 0.58 -5.90
67 C -3.71 0.71 -4.88
68 N -4.21 -0.60 -4.47
69 C -5.11 -0.55 -3.31
70 C -4.53 -0.05 -1.98
71 O -3.55 -0.93 -1.41
72 C -2.23 -0.75 -1.91
73 H -0.08 -1.52 -5.30
74 H -1.79 -1.98 -5.29
75 H -1.04 -1.34 -6.78
76 H -2.87 -0.02 -6.77
77 H -2.30 1.58 -6.26
78 H -4.52 1.29 -5.33
79 H -3.32 1.27 -4.02
80 H -3.42 -1.20 -4.23
81 H -5.48 -1.58 -3.16
82 H -5.99 0.06 -3.57
83 H -5.35 -0.02 -1.26
84 H -4.14 0.97 -2.04
85 H -2.03 0.29 -2.18
86 H -2.06 -1.41 -2.76
87 H -1.53 -1.04 -1.12
88 C -2.86 -5.94 10.09
89 O -3.30 -5.86 8.74
90 C -4.50 -5.10 8.58
91 C -4.21 -3.78 7.85
92 N -3.44 -2.86 8.70
93 C -2.91 -1.69 7.98
94 C -1.88 -1.97 6.87
95 O -0.63 -2.47 7.34
96 C -0.60 -3.87 7.54
97 H -2.04 -6.67 10.15
98 H -2.48 -4.98 10.44
99 H -3.67 -6.28 10.75
100 H -5.01 -4.93 9.54
101 H -5.17 -5.70 7.96
102 H -5.16 -3.31 7.57
103 H -3.66 -4.02 6.94
104 H -2.66 -3.36 9.12
105 H -2.44 -1.05 8.73
106 H -3.75 -1.12 7.56
107 H -1.65 -1.00 6.40
108 H -2.28 -2.60 6.06
109 H -1.24 -4.41 6.83
110 H -0.87 -4.12 8.56
111 H 0.43 -4.21 7.39